Density functional theory data (ωB97M-V/def2-TZVPD) for 20 unconnected molecules or ions with the total composition C68H190N14O26 at a distorted geometry.

CARTESIAN COORDINATES (ANGSTROEM)
1 C -6.724 -20.138 2.663
2 C -8.145 -20.546 2.325
3 C -9.069 -20.412 3.565
4 O -8.748 -21.364 4.542
5 C -9.644 -21.431 5.623
6 N -8.536 -19.568 1.303
7 H -6.336 -20.541 3.598
8 H -6.608 -19.099 2.972
9 H -6.041 -20.482 1.886
10 H -8.169 -21.575 1.968
11 H -10.075 -20.440 3.147
12 H -8.989 -19.415 3.999
13 H -9.377 -22.314 6.203
14 H -10.652 -21.539 5.224
15 H -9.632 -20.550 6.265
16 H -8.361 -18.684 1.758
17 H -9.531 -19.591 1.131
18 C -9.652 -17.768 -4.575
19 C -10.834 -17.512 -5.495
20 C -11.034 -18.469 -6.689
21 O -11.624 -19.763 -6.424
22 C -11.707 -20.575 -7.578
23 N -11.935 -17.638 -4.527
24 H -9.618 -18.738 -4.079
25 H -9.418 -16.975 -3.864
26 H -8.790 -17.725 -5.241
27 H -10.774 -16.446 -5.715
28 H -10.056 -18.661 -7.131
29 H -11.616 -18.011 -7.488
30 H -12.004 -21.566 -7.237
31 H -10.825 -20.643 -8.214
32 H -12.480 -20.144 -8.215
33 H -11.791 -17.094 -3.689
34 H -12.068 -18.605 -4.271
35 C -18.455 -25.722 -4.223
36 C -18.252 -26.450 -2.849
37 C -17.206 -25.760 -1.955
38 O -17.280 -26.282 -0.634
39 C -16.291 -25.729 0.269
40 N -19.529 -26.326 -2.122
41 H -17.581 -25.855 -4.861
42 H -18.682 -24.675 -4.028
43 H -19.349 -26.051 -4.752
44 H -18.141 -27.518 -3.034
45 H -17.275 -24.673 -2.006
46 H -16.191 -25.970 -2.291
47 H -15.270 -25.949 -0.045
48 H -16.430 -26.069 1.295
49 H -16.481 -24.664 0.401
50 H -20.082 -27.161 -2.259
51 H -19.125 -26.400 -1.199
52 C -14.005 -32.055 -7.769
53 C -13.190 -31.442 -6.575
54 C -13.428 -29.858 -6.466
55 O -12.565 -29.377 -5.416
56 C -12.642 -27.987 -5.196
57 N -13.710 -32.072 -5.388
58 H -13.852 -33.127 -7.893
59 H -13.849 -31.571 -8.733
60 H -15.080 -31.951 -7.624
61 H -12.110 -31.545 -6.678
62 H -14.498 -29.671 -6.374
63 H -13.094 -29.429 -7.410
64 H -11.786 -27.682 -4.594
65 H -13.566 -27.841 -4.635
66 H -12.588 -27.411 -6.119
67 H -13.331 -31.421 -4.715
68 H -14.715 -31.985 -5.341
69 C -10.015 -24.760 0.841
70 C -10.558 -26.156 1.047
71 C -12.085 -26.451 0.797
72 O -12.202 -27.826 0.644
73 C -13.577 -28.273 0.533
74 N -9.850 -26.961 0.101
75 H -10.087 -24.356 -0.169
76 H -8.981 -24.814 1.183
77 H -10.379 -24.012 1.545
78 H -10.301 -26.646 1.986
79 H -12.270 -25.961 -0.159
80 H -12.760 -26.066 1.560
81 H -13.629 -29.324 0.249
82 H -14.044 -27.776 -0.318
83 H -14.160 -28.139 1.444
84 H -9.778 -26.370 -0.715
85 H -10.552 -27.632 -0.176
86 C -18.335 -31.561 -0.230
87 C -17.198 -31.770 -1.147
88 C -16.492 -30.412 -1.350
89 O -15.806 -30.665 -2.593
90 C -14.952 -29.640 -2.905
91 N -16.238 -32.667 -0.467
92 H -18.166 -31.066 0.726
93 H -18.938 -32.421 0.063
94 H -18.982 -30.837 -0.726
95 H -17.628 -32.140 -2.079
96 H -15.840 -30.082 -0.541
97 H -17.126 -29.536 -1.481
98 H -14.101 -29.682 -2.225
99 H -15.335 -28.620 -2.901
100 H -14.598 -29.932 -3.894
101 H -15.605 -32.886 -1.224
102 H -16.714 -33.531 -0.252
103 C -18.582 -16.341 -5.533
104 C -19.407 -16.401 -4.229
105 C -18.552 -16.199 -2.970
106 O -17.857 -17.403 -2.667
107 C -17.082 -17.474 -1.493
108 N -20.430 -15.387 -4.298
109 H -17.990 -15.429 -5.621
110 H -19.248 -16.405 -6.393
111 H -17.866 -17.161 -5.579
112 H -19.963 -17.337 -4.180
113 H -19.137 -15.963 -2.081
114 H -17.898 -15.331 -3.056
115 H -16.197 -16.837 -1.518
116 H -16.872 -18.506 -1.213
117 H -17.714 -17.172 -0.658
118 H -20.812 -15.222 -3.378
119 H -20.109 -14.467 -4.566
120 C -14.164 -21.800 4.398
121 C -15.090 -22.857 5.052
122 C -16.250 -23.419 4.150
123 O -17.338 -24.002 4.967
124 C -18.385 -24.472 4.169
125 N -14.375 -23.955 5.614
126 H -13.511 -22.284 3.671
127 H -13.453 -21.358 5.096
128 H -14.633 -20.894 4.014
129 H -15.542 -22.258 5.842
130 H -15.909 -24.015 3.304
131 H -16.703 -22.500 3.777
132 H -18.694 -23.774 3.391
133 H -19.170 -24.701 4.891
134 H -18.193 -25.448 3.724
135 H -13.551 -24.067 5.041
136 H -14.889 -24.795 5.392
137 C -11.316 -19.464 -1.265
138 C -11.378 -18.505 -0.070
139 C -12.260 -17.314 -0.317
140 O -12.047 -16.728 -1.602
141 C -12.958 -15.705 -1.901
142 N -11.685 -19.243 1.174
143 H -12.344 -19.686 -1.551
144 H -10.921 -20.449 -1.016
145 H -10.811 -19.084 -2.153
146 H -10.393 -18.065 0.082
147 H -12.233 -16.694 0.579
148 H -13.281 -17.697 -0.315
149 H -12.712 -15.075 -2.756
150 H -13.021 -15.037 -1.041
151 H -13.988 -16.042 -2.015
152 H -11.514 -18.689 2.001
153 H -12.664 -19.491 1.208
154 C -10.370 -29.263 -2.129
155 C -10.250 -30.584 -2.925
156 C -11.316 -31.555 -2.764
157 O -11.480 -31.979 -1.409
158 C -12.402 -33.071 -1.294
159 N -10.204 -30.116 -4.290
160 H -11.275 -28.694 -2.341
161 H -9.551 -28.548 -2.205
162 H -10.423 -29.485 -1.063
163 H -9.277 -31.004 -2.673
164 H -11.227 -32.386 -3.463
165 H -12.173 -30.993 -3.136
166 H -12.605 -33.333 -0.255
167 H -11.926 -33.960 -1.707
168 H -13.369 -32.803 -1.719
169 H -11.070 -29.789 -4.693
170 H -9.932 -30.814 -4.968
171 C -18.613 -22.615 -0.188
172 C -19.567 -21.451 0.142
173 C -18.950 -20.158 0.769
174 O -18.337 -20.471 2.039
175 C -17.676 -19.248 2.433
176 N -20.300 -21.146 -1.096
177 H -19.122 -23.569 -0.327
178 H -17.903 -22.717 0.633
179 H -18.027 -22.507 -1.101
180 H -20.255 -21.917 0.848
181 H -19.680 -19.353 0.853
182 H -18.208 -19.789 0.061
183 H -16.910 -18.943 1.721
184 H -17.184 -19.465 3.382
185 H -18.395 -18.450 2.619
186 H -19.634 -20.708 -1.716
187 H -20.602 -22.045 -1.443
188 C -13.087 -24.812 -2.822
189 C -14.079 -23.583 -2.907
190 C -13.862 -22.656 -1.657
191 O -14.113 -23.502 -0.496
192 C -13.770 -22.875 0.737
193 N -13.791 -22.817 -4.168
194 H -12.014 -24.621 -2.807
195 H -13.183 -25.450 -3.701
196 H -13.322 -25.456 -1.975
197 H -15.075 -24.019 -2.986
198 H -14.694 -21.955 -1.595
199 H -12.896 -22.161 -1.756
200 H -13.965 -23.560 1.563
201 H -14.172 -21.863 0.793
202 H -12.684 -22.781 0.713
203 H -12.862 -22.421 -4.143
204 H -14.422 -22.029 -4.207
205 C -17.741 -21.926 -4.025
206 C -17.444 -20.538 -3.510
207 C -16.469 -19.824 -4.504
208 O -15.303 -20.609 -4.827
209 C -14.503 -20.160 -5.860
210 N -18.709 -19.823 -3.257
211 H -16.763 -22.395 -4.130
212 H -18.156 -21.881 -5.032
213 H -18.331 -22.536 -3.341
214 H -16.881 -20.586 -2.578
215 H -16.194 -18.908 -3.981
216 H -16.905 -19.527 -5.458
217 H -14.027 -19.199 -5.666
218 H -15.043 -20.067 -6.802
219 H -13.781 -20.956 -6.043
220 H -19.295 -19.922 -4.073
221 H -18.519 -18.849 -3.066
222 C -11.285 -25.296 -9.518
223 C -10.316 -25.149 -8.362
224 C -9.734 -23.714 -8.265
225 O -8.890 -23.348 -9.332
226 C -7.628 -23.917 -9.483
227 N -11.091 -25.520 -7.199
228 H -12.141 -24.622 -9.515
229 H -11.649 -26.304 -9.721
230 H -10.901 -25.012 -10.498
231 H -9.545 -25.909 -8.491
232 H -9.128 -23.553 -7.373
233 H -10.585 -23.033 -8.289
234 H -7.668 -25.003 -9.568
235 H -6.931 -23.658 -8.686
236 H -7.184 -23.555 -10.410
237 H -11.563 -26.375 -7.457
238 H -11.888 -24.926 -7.023
239 C -8.717 -26.706 -4.774
240 C -8.476 -26.196 -3.317
241 O -9.575 -25.652 -2.673
242 O -8.798 -25.613 -5.683
243 H -9.622 -27.306 -4.862
244 H -7.830 -27.262 -5.079
245 H -7.643 -25.493 -3.295
246 H -8.139 -26.989 -2.649
247 H -9.480 -24.701 -2.756
248 H -9.616 -25.562 -6.184
249 C -16.898 -20.715 -8.921
250 C -18.028 -19.717 -9.021
251 O -17.979 -18.717 -7.992
252 O -15.652 -20.215 -9.485
253 H -17.139 -21.624 -9.472
254 H -16.595 -20.991 -7.911
255 H -18.962 -20.270 -8.926
256 H -18.044 -19.257 -10.010
257 H -17.180 -18.210 -8.151
258 H -15.488 -19.435 -8.950
259 C -10.318 -22.312 -4.567
260 C -9.185 -22.523 -3.498
261 O -9.757 -22.494 -2.199
262 O -10.949 -21.160 -4.216
263 H -11.070 -23.100 -4.624
264 H -9.863 -22.170 -5.547
265 H -8.468 -21.713 -3.631
266 H -8.564 -23.399 -3.686
267 H -10.392 -21.774 -2.179
268 H -11.237 -20.643 -4.972
269 C -10.306 -26.129 5.897
270 C -10.607 -25.053 4.858
271 O -11.978 -25.098 4.388
272 O -10.429 -27.371 5.210
273 H -10.940 -26.075 6.783
274 H -9.286 -26.182 6.277
275 H -9.934 -25.272 4.028
276 H -10.395 -24.076 5.293
277 H -12.082 -25.978 4.020
278 H -9.529 -27.690 5.117
279 C -16.275 -24.055 -7.465
280 C -15.201 -24.870 -6.641
281 O -13.969 -24.227 -6.686
282 O -17.538 -24.735 -7.382
283 H -15.941 -23.814 -8.475
284 H -16.473 -23.115 -6.951
285 H -15.201 -25.889 -7.029
286 H -15.633 -24.899 -5.641
287 H -13.870 -23.778 -5.843
288 H -18.240 -24.293 -7.865
289 C -6.171 -23.064 0.231
290 C -6.630 -23.574 -1.119
291 O -5.761 -24.493 -1.757
292 O -5.972 -24.132 1.209
293 H -6.803 -22.210 0.477
294 H -5.245 -22.518 0.051
295 H -6.790 -22.742 -1.804
296 H -7.551 -24.152 -1.040
297 H -5.817 -25.232 -1.147
298 H -6.581 -24.002 1.939

Cartesian forces, eV/Å:
0.85 -0.93 1.15
0.27 1.25 1.17
0.49 0.12 -0.78
0.16 -0.28 -0.24
-0.22 -0.19 -0.37
-0.17 -0.42 0.07
-0.28 -0.96 0.04
-0.28 0.51 -1.01
0.10 0.62 -0.08
-0.21 0.05 -0.14
-0.58 -0.68 0.39
0.31 0.46 0.02
-0.04 0.14 0.06
-0.32 -0.14 0.17
0.22 0.22 0.04
0.08 0.46 -0.28
-0.21 -0.36 -0.08
2.45 -0.23 -1.85
-0.89 -0.86 3.35
0.55 0.09 -0.60
1.05 0.96 0.79
-0.75 0.26 -0.25
-2.15 0.20 -1.11
-0.37 0.00 -0.08
-0.72 0.06 0.13
0.76 -0.29 0.07
-0.15 -0.21 -1.08
0.28 0.04 -0.03
-0.32 0.28 0.12
-0.02 0.02 -0.15
0.52 0.11 0.45
-0.31 -0.23 -0.21
0.24 -0.23 -0.06
0.04 -0.02 0.19
0.54 -0.28 0.97
-1.62 1.02 -1.29
1.08 -1.00 -0.45
0.31 0.18 0.83
-0.96 0.34 -0.14
0.58 0.27 0.52
-0.10 0.26 -0.17
0.44 0.14 0.01
0.13 -0.57 0.11
1.12 -0.05 0.06
-0.55 0.24 0.27
0.25 -0.14 -0.51
-0.05 0.22 -0.19
-0.29 -0.85 -0.25
0.40 0.32 -0.58
-0.16 -0.05 -0.06
-1.13 -0.09 0.95
0.42 0.62 -0.03
-2.25 1.27 -1.53
1.43 -1.69 -0.88
-1.16 -0.50 -1.15
-0.21 -0.13 0.42
1.25 0.12 0.64
0.37 0.07 0.18
0.45 0.04 -0.02
-0.10 0.18 0.48
-0.03 -0.46 0.05
-0.09 0.30 0.62
0.00 0.35 -0.17
-0.05 -0.13 0.14
-0.11 0.74 -0.11
-0.36 -0.06 -0.05
-0.23 -0.52 1.20
-0.21 0.06 -0.13
-0.08 0.66 1.87
-1.07 -0.76 0.27
1.26 1.57 -0.18
-1.72 -1.61 0.51
0.88 0.12 -0.70
0.28 -0.44 -1.30
-0.03 -0.29 -0.05
0.41 -0.10 -0.65
-0.69 0.12 -0.02
-0.12 0.77 0.78
-0.56 0.26 -0.21
-0.06 0.14 0.23
0.61 -0.13 0.33
-0.22 0.44 0.08
0.12 0.28 0.12
0.43 -0.11 -0.59
0.63 -0.84 -0.24
-2.10 1.11 0.93
0.44 0.88 2.38
-0.31 -1.12 -1.70
-1.11 0.25 1.26
1.70 -0.29 -0.81
-0.11 0.29 -1.31
0.90 -0.01 0.05
0.11 -0.35 -0.49
-0.56 -0.17 -0.09
0.49 0.04 -0.34
0.48 -0.74 0.18
-0.70 -0.13 -0.24
0.39 0.31 0.11
-0.58 0.07 -0.01
0.28 0.68 -0.12
0.71 -0.43 0.17
-0.08 -0.24 0.10
-0.06 -0.50 0.44
0.66 0.64 -0.38
0.13 -0.54 0.71
0.91 0.33 -0.62
-1.03 0.54 0.70
-0.78 0.84 0.28
-0.15 0.26 0.21
0.03 -0.07 0.05
-0.10 -0.14 -0.01
0.37 -0.29 0.14
-0.69 -0.02 0.01
0.49 0.01 -0.43
0.16 -0.14 -0.13
0.38 -0.12 -0.75
-0.03 0.51 0.31
-0.40 -0.24 0.17
0.47 -0.01 -0.39
0.47 -0.61 -0.14
-1.47 0.65 -0.39
-0.90 2.47 1.33
2.42 0.29 -0.86
-0.43 -0.69 0.60
1.06 -0.45 -0.04
-0.13 0.15 -0.54
-0.07 -0.45 0.66
-0.54 -0.41 -0.44
-0.66 -0.32 0.26
0.01 -0.52 0.20
-0.20 0.03 -0.78
-0.13 0.20 0.06
-0.42 0.40 -0.23
0.49 -0.10 -0.40
0.57 -0.22 0.27
-0.24 -0.28 0.48
-0.81 -0.20 0.08
1.58 -0.28 -0.16
-1.58 -0.82 -0.51
0.72 -0.02 0.47
-0.76 0.85 1.15
-0.21 0.35 -0.59
-0.30 0.07 -0.28
0.41 0.31 0.45
0.02 0.16 0.28
0.36 -0.24 -0.04
0.42 0.95 -0.33
-0.58 -0.12 -0.07
0.50 -0.56 -0.13
0.13 0.37 0.14
-0.08 -0.55 -0.32
0.09 0.25 0.06
-0.25 -0.23 -0.08
-0.45 -0.66 1.47
2.13 2.68 -0.20
-1.77 -0.60 0.89
-0.39 -0.25 -0.22
0.61 0.37 0.23
0.95 -0.27 -1.57
-0.30 -0.15 -0.36
0.21 -0.50 -0.56
-0.11 -0.13 0.15
0.11 -0.16 0.00
0.35 -0.38 0.09
-0.88 -0.13 0.34
0.32 0.53 0.23
-0.40 -0.13 -0.54
0.02 -0.22 -0.47
-0.14 0.01 0.73
0.43 -0.43 0.13
1.07 0.36 0.84
-0.16 -0.58 -0.49
-0.12 -2.06 -0.42
0.10 1.82 -1.18
-0.11 -1.28 0.96
-0.37 0.60 1.48
-0.37 0.08 0.23
0.19 -0.33 0.13
0.05 0.57 -0.11
-0.26 0.50 0.34
-0.38 -0.16 0.23
0.46 0.04 -0.06
-0.06 0.04 -0.26
0.05 0.02 0.02
-0.09 0.13 -0.24
-0.11 -0.09 -0.76
-0.05 0.11 -0.51
-0.76 0.10 -0.33
2.65 -0.17 -0.19
-2.22 -2.12 -0.08
0.57 0.54 -0.37
1.25 -0.43 -1.19
-0.49 -1.08 0.71
-0.02 0.66 0.32
-0.38 0.07 -0.29
-0.03 0.22 0.13
-0.15 0.42 0.24
0.22 0.75 -0.40
0.27 -0.14 0.52
-0.61 0.28 -0.04
-0.50 -0.06 0.44
0.35 0.31 0.31
0.28 0.05 0.29
-0.21 0.16 -0.09
0.99 -0.23 0.22
-0.11 0.02 -0.95
0.16 0.29 0.15
-1.51 0.01 1.38
0.23 0.09 -0.74
1.01 -0.86 -0.38
-0.06 -0.44 -0.13
-0.36 -0.06 0.03
-0.22 0.20 -0.15
-0.06 -0.20 0.30
0.43 0.30 -0.18
-0.63 -0.11 -0.07
0.20 -0.01 0.22
-0.41 0.09 -0.17
0.17 0.27 0.19
-0.19 0.12 -0.11
-0.26 0.03 -0.17
0.06 0.76 -2.36
-0.83 0.29 -1.14
0.68 -0.92 0.05
-0.97 0.75 -1.11
0.43 -0.57 0.07
0.15 -0.38 1.25
-0.26 -0.01 0.90
0.01 -0.21 0.61
0.81 0.00 -0.10
0.35 0.22 0.17
-0.40 -0.32 0.62
0.11 0.15 0.02
-0.02 -0.20 0.12
-0.07 0.04 0.38
-0.27 0.18 -0.04
0.20 -0.42 0.19
-0.10 0.72 -0.07
0.12 1.06 0.42
1.05 -1.21 -0.80
-1.17 0.91 0.08
1.25 0.67 0.61
0.15 -0.29 0.29
-0.09 -0.46 0.21
0.14 0.18 -0.40
0.12 -0.56 -0.38
-0.52 0.15 0.20
-0.98 -0.47 0.21
1.29 -0.04 -0.55
-0.08 -0.27 0.49
-0.03 -0.46 -0.39
-0.87 0.06 0.03
0.01 0.05 -0.08
-0.91 -0.09 0.34
-0.14 0.22 0.31
0.16 0.03 -0.12
0.00 0.31 0.08
0.54 0.19 -0.10
1.87 -1.15 -0.12
-0.94 0.57 -1.13
0.51 -0.82 -0.01
-1.22 1.89 1.73
0.43 -0.73 0.09
0.25 -0.43 -0.20
-0.07 0.46 0.06
-0.45 -0.43 0.23
-0.05 0.20 -0.22
-0.05 0.26 -0.62
0.18 -0.39 -0.36
-0.04 -0.17 0.53
1.28 0.13 0.48
-0.45 -0.63 0.15
-0.43 -0.12 -0.22
0.19 1.18 0.03
0.07 0.37 -0.19
-0.31 0.12 -0.34
-0.08 -0.30 -0.12
-0.23 -0.33 -0.25
-0.37 0.05 1.10
-2.30 0.76 -0.93
0.40 -0.55 -0.79
0.56 -0.84 -0.21
0.03 -0.38 -0.21
0.68 0.39 0.10
0.42 -0.09 -0.09
0.28 -0.14 0.32
0.23 0.69 1.02
0.27 0.23 -0.09
0.65 0.02 -0.53
-0.69 -0.56 -0.15
0.60 0.15 0.35
-0.32 1.24 -1.01
-0.69 -0.52 0.74
0.65 -0.51 0.22
0.03 0.13 0.11
-0.66 0.56 0.38
0.48 -0.55 -0.16
-0.10 0.04 0.00

As for the LUMO energy: 0.00115 hartree. For the energy, the calculation gives -147678.7861 eV. The multiplicity is 1. For the relative energy (zero: lowest compared OMol25 entry of this formula, charge and spin), the calculation gives 0.000 eV. Its orbital gap is 8.4 eV.